Molecular formula: C44H123N11O12
Method: DFT, the ωB97M-V functional and the def2-TZVPD basis

Structure (XYZ):
```
190
Properties=species:S:1:pos:R:3:forces:R:3:lowdin_spin:R:1
O -5.03566 -6.28302 1.29257 0.2 -0.3 -1.6 0.00
O -4.14319 4.61573 -1.52013 0.7 -1.6 0.8 0.01
O -5.02549 -3.78043 -3.58720 0.6 1.2 1.0 0.00
O -3.48644 0.18607 0.82643 0.1 0.3 -0.7 0.17
O 0.76718 -0.42929 4.12925 0.6 0.8 -0.4 0.03
O 4.79194 5.17637 4.91599 3.3 1.5 4.1 0.00
O 1.40120 -5.77651 -0.80078 -0.6 0.7 -1.1 0.00
O 0.10121 6.22732 1.61051 0.4 -1.3 0.3 0.02
O -7.99178 -1.39729 2.01180 0.1 -0.6 -0.4 0.01
O 1.24084 0.20046 0.28544 0.2 0.9 -0.7 0.00
O 2.13915 4.21563 -5.50794 -1.0 2.3 0.2 0.00
O 5.73188 3.48846 -1.15298 1.0 -0.6 0.8 0.00
N -1.96091 -6.11396 -0.65915 0.1 -1.5 0.3 0.00
N 2.64101 5.68194 0.10807 1.4 -1.5 -0.6 0.00
N -1.66503 -2.21059 -3.15987 1.1 -0.7 0.5 0.00
N 0.89134 -7.92999 1.34040 -3.2 -1.6 0.5 0.00
N 5.01631 2.18399 4.77225 -0.8 -0.2 -0.2 0.00
N 2.46465 5.35259 -2.94523 1.2 2.0 0.9 0.00
N -1.71218 -1.96161 0.11336 -1.0 0.6 -0.4 0.01
N -3.76912 0.87475 -1.98564 -0.3 -0.4 1.0 0.01
N -4.52307 -2.38267 1.32740 2.1 -2.3 -0.1 0.02
N 6.96166 1.32580 -2.97781 0.6 -0.2 1.0 0.00
N 2.99769 -2.10179 5.28625 0.0 -1.5 -1.4 0.00
C 4.42937 4.41251 3.85504 -0.6 1.1 -2.6 0.00
C 0.52793 -2.63474 -0.19403 0.8 0.6 -2.0 0.00
C -7.60069 -0.01507 2.31074 -0.4 -2.0 -0.8 0.04
C -5.42406 -7.58887 1.61428 -0.7 0.3 1.1 0.00
C -4.45253 2.14154 -1.78145 -1.8 0.7 -1.2 0.00
C 5.69372 3.39677 -2.56573 -0.9 0.4 -0.6 0.00
C -3.66971 -3.78440 -3.19301 1.1 1.0 -1.1 0.00
C 2.48458 6.91738 0.83139 -1.7 -1.4 -1.6 0.00
C 0.31519 0.92277 3.83608 1.0 -0.4 -0.4 0.05
C -5.92812 1.80471 -1.33641 1.3 0.5 0.8 0.01
C -5.57923 -5.01213 -3.80873 -0.8 -0.9 -1.0 0.00
C 1.40539 -3.32066 3.84503 -0.1 1.5 -0.3 0.00
C -3.54853 5.64570 -0.75130 -1.8 1.2 -0.2 0.01
C 4.33669 2.27011 2.44944 -0.2 0.3 -0.5 0.00
C 0.39976 5.98589 3.02637 0.5 0.2 -1.3 0.02
C 2.76115 3.70749 -6.70042 -0.2 -0.1 2.5 0.00
C 6.23739 5.54038 4.87325 -0.9 -1.1 -0.9 0.00
C -6.18471 -2.54477 -0.49939 -0.5 0.7 -0.7 0.00
C 2.14148 -6.92817 -0.46720 -0.4 1.0 -0.3 0.00
C 0.92798 7.13821 0.89299 0.4 2.8 1.7 0.00
C -0.06354 -0.13746 -0.21308 -0.3 -0.5 1.4 0.01
C 0.30032 4.36116 -2.86881 0.4 -1.3 0.7 0.00
C 2.22807 3.46325 -4.30470 0.4 -1.7 -1.6 0.00
C 1.99213 -0.78587 3.43948 -1.0 -1.0 -0.2 0.00
C 4.49667 1.17734 -2.42598 0.8 -0.4 -0.4 0.00
C 1.73806 1.51936 -0.05958 -1.0 -1.2 -0.6 0.01
C 4.97302 3.03570 3.56777 1.6 -0.9 1.4 0.00
C 3.40485 7.95269 0.09021 -0.3 0.3 2.0 0.00
C 2.51591 -2.18554 3.86944 -1.4 0.0 1.4 0.00
C -3.80745 3.29539 -0.95578 0.7 -0.5 -1.7 0.02
C -4.12908 -6.24713 0.16098 -0.8 0.0 1.9 0.00
C -6.85615 -2.29940 1.94747 0.1 1.6 -0.3 0.01
C -0.36357 -1.54055 0.37858 0.8 -1.2 0.1 0.01
C 5.65666 1.92729 -3.11657 -1.4 0.5 0.5 0.00
C -2.91169 -2.39984 -5.24727 -0.1 -0.5 -0.2 0.00
C 3.14963 -7.68783 1.79993 0.3 0.5 -0.9 0.00
C -2.08066 -5.89170 1.75647 -0.8 0.5 0.8 0.01
C -2.67418 -6.62225 0.54386 0.3 2.3 -0.2 0.00
C -2.99049 -2.43980 -3.71822 -0.5 0.1 0.4 0.00
C 6.10903 4.74265 -0.47426 -0.7 -1.1 -2.2 0.00
C 1.52881 -5.31462 -2.15554 -0.3 -0.2 0.1 0.00
C -5.74748 -1.96073 0.82188 -3.9 1.1 1.6 0.01
C 1.93753 -7.10506 0.98355 4.0 0.6 2.9 0.00
C 1.82643 4.11242 -2.97766 -2.0 -0.3 -1.5 0.00
H 4.44037 7.76515 0.37417 0.0 -0.4 0.1 0.00
H 6.72636 6.00857 5.72754 -1.0 -0.4 0.7 0.00
H 5.52545 1.83043 -4.19430 -0.7 1.2 -0.2 0.00
H 5.40080 2.64086 5.58682 0.4 0.4 -0.1 0.00
H 1.64336 2.57479 -4.54315 0.1 -0.7 0.6 0.00
H 2.39169 2.68351 -6.75577 0.2 -0.1 -1.0 0.00
H 3.79522 -1.50505 5.45346 -0.4 0.4 0.0 0.00
H 2.30894 3.53209 -2.19121 -0.7 -0.5 0.2 0.00
H 4.75487 5.10791 3.08137 -0.6 -0.5 -1.6 0.00
H 1.58129 -2.35468 -0.20489 0.2 -0.3 0.8 0.00
H -1.81623 -1.95758 -2.19383 0.1 -0.7 1.0 0.00
H -3.56102 -3.99619 -2.12932 -0.1 0.6 0.3 0.00
H -0.55897 1.22482 4.41288 0.0 -0.6 0.0 0.04
H 0.48088 7.42535 -0.05872 0.0 -1.1 -0.4 0.00
H 0.36479 -2.68640 -1.27051 -0.5 0.2 -0.4 0.00
H 6.49194 3.91676 -3.09541 0.6 0.2 0.3 0.00
H 0.99739 2.29220 0.14592 -0.1 0.1 0.4 0.01
H -6.35974 -7.50163 2.16655 0.0 0.1 0.4 0.00
H 2.89105 -7.67095 2.85868 -0.2 -0.5 0.0 0.00
H -5.40628 -5.82506 -3.10352 0.5 0.2 0.6 0.00
H 1.99563 4.92739 0.29313 -0.3 0.2 0.6 0.00
H -8.41915 0.44483 2.86457 0.2 -0.1 0.1 0.00
H -2.35068 -5.19473 -0.81147 0.3 0.3 -0.2 0.00
H 5.02825 1.45084 2.25288 -0.5 -0.4 0.0 0.00
H -2.49004 5.68674 -0.49438 0.2 -1.0 0.0 0.00
H -4.19709 5.77851 0.11463 0.5 -0.1 0.7 0.01
H -0.15393 -1.58455 1.44732 0.0 0.9 0.4 0.00
H -0.25585 3.43184 -2.74574 0.1 -0.3 -0.4 0.00
H 3.28695 3.21680 -4.22646 0.2 -0.5 0.3 0.00
H 2.81308 -0.08913 3.60885 -0.1 0.3 0.3 0.00
H -6.33694 0.91821 -1.82126 0.0 0.4 -0.4 0.00
H -3.12415 -4.60158 -3.66488 0.1 -0.3 -0.4 0.00
H -3.46116 -1.54913 -3.30194 -1.7 -0.3 -0.6 0.00
H -2.56332 -1.43417 -5.61363 -0.3 0.2 0.1 0.00
H 4.78801 3.91624 -2.87870 -0.2 0.0 -0.3 0.00
H 0.70667 -7.59255 2.27428 -0.5 -0.9 0.6 0.00
H 0.76074 8.07776 1.41967 0.3 0.7 0.4 0.00
H -4.48157 -6.83670 -0.68534 0.0 -0.6 0.2 0.00
H 1.82120 -6.23568 1.63066 0.1 1.5 -1.4 0.00
H 3.41524 -8.68500 1.44891 0.0 -0.1 0.2 0.00
H 3.17526 -6.73996 -0.75701 0.2 -0.5 0.1 0.00
H 1.32623 5.42161 3.13295 0.4 0.3 -0.1 0.00
H 3.54240 1.70357 -2.44935 0.3 0.4 0.2 0.00
H -3.36805 0.71883 1.61280 0.2 0.7 0.9 0.11
H 3.34309 4.43974 3.94082 -0.2 -0.5 -0.4 0.00
H 0.14779 1.09059 2.77216 -0.5 -0.5 -0.2 0.02
H 0.55521 -5.21310 -2.63502 -0.3 0.3 0.4 0.00
H -1.98365 -2.74406 0.69144 0.3 -0.3 0.0 0.00
H 6.27580 4.51988 0.57962 -0.2 0.0 -0.2 0.00
H -7.21811 -2.31888 -0.76235 -0.6 0.0 1.0 0.00
H 3.43825 8.03349 -0.99628 -0.8 -0.4 0.0 0.00
H 5.99317 2.98601 3.18710 0.5 1.1 0.4 0.00
H 1.63758 -4.32616 4.19595 0.8 0.2 0.0 0.00
H 3.22910 -2.43088 3.08250 0.7 -0.1 0.6 0.00
H 1.01051 -3.38436 2.83107 0.0 -0.1 -0.1 0.00
H 1.68261 -7.79000 -0.95173 0.4 -0.4 -0.4 0.00
H -4.44487 -2.29158 2.33024 -0.1 0.6 0.3 0.04
H -2.09674 -4.80782 1.64228 -0.1 0.1 -0.1 0.00
H -0.32203 5.32156 3.50154 -0.6 0.3 -0.6 0.02
H -5.71708 -8.23604 0.78759 0.7 0.0 -0.4 0.00
H -0.29151 -0.12745 -1.27892 1.2 -0.3 -0.7 0.00
H 1.83978 -0.82690 2.36096 -0.3 0.3 -0.2 0.00
H 3.83191 3.71774 -6.49678 0.3 -0.2 -0.4 0.00
H 2.03466 -6.00818 -2.82726 0.5 -0.2 0.3 0.00
H 0.57705 -2.97988 4.46617 -0.1 0.1 0.0 0.00
H 5.27759 5.41871 -0.67367 0.1 0.3 0.6 0.00
H -2.59760 -6.12391 2.68757 -0.4 0.0 0.0 0.00
H 4.83682 0.97501 -1.41036 -0.5 0.0 0.2 0.00
H -3.72365 6.56610 -1.30834 0.0 0.1 -0.3 0.00
H -4.55949 -3.38769 1.23408 0.6 -0.6 -0.2 0.00
H 2.03267 -4.34807 -2.15417 0.0 0.0 -0.1 0.00
H -0.99387 -5.99709 -0.39218 0.4 0.2 -0.4 0.00
H 2.78695 6.71641 1.85915 0.4 0.6 0.1 0.00
H -4.54994 2.57883 -2.77513 0.0 0.2 -0.2 0.00
H -2.82684 0.82725 -2.34611 0.1 0.8 -0.1 0.00
H 3.21725 8.92311 0.54976 -0.2 0.4 -0.4 0.00
H -0.06945 4.85144 -3.76936 0.1 0.2 0.2 0.00
H -0.80343 0.59796 0.10287 -0.1 0.1 0.8 0.01
H -4.67345 -8.00220 2.28794 0.0 -0.7 -0.2 0.00
H 6.96555 0.73643 -2.15761 0.1 -0.3 0.2 0.00
H 2.16046 -1.90291 5.81501 0.4 0.5 0.4 0.00
H 0.46207 6.93054 3.56660 0.0 0.1 0.1 0.00
H -4.10954 -0.49203 1.08752 0.1 -0.3 0.2 0.02
H 7.51007 2.12051 -2.68152 0.9 -0.2 -0.1 0.00
H -5.69827 -0.87942 0.69365 -0.5 0.2 0.0 0.01
H 0.34044 -3.67954 0.05365 0.1 0.2 1.0 0.00
H -3.73058 0.45934 -1.06583 0.2 -0.5 0.1 0.01
H 6.73564 4.60250 4.62783 0.5 0.1 0.2 0.00
H 4.26997 0.24362 -2.94064 0.3 -0.2 0.1 0.00
H 3.42465 5.08914 -3.11579 0.4 1.2 -0.3 0.00
H 2.61863 5.80787 -0.89380 -0.1 0.2 -0.2 0.00
H -5.93489 1.57649 -0.27059 0.2 -0.2 0.2 0.01
H -2.19788 -3.10622 -5.67106 0.4 -0.3 0.5 0.00
H -6.14266 -3.63291 -0.54714 0.6 0.0 -0.2 0.00
H -6.66133 -4.88605 -3.84448 -0.1 0.1 -0.1 0.00
H 4.04068 2.11234 5.02350 -0.4 -0.6 0.3 0.00
H 6.48189 6.24792 4.08096 -0.6 0.0 -0.6 0.00
H -4.31424 -5.22688 -0.17505 1.0 0.3 0.0 0.00
H 4.01341 -7.02402 1.76343 0.2 0.0 -0.4 0.00
H -3.83052 -2.70477 -5.74813 -0.4 0.5 0.2 0.00
H 1.09648 1.65902 4.02484 0.5 0.0 0.6 0.01
H -2.75709 3.16611 -1.21678 0.5 0.0 0.6 0.01
H 1.88831 1.52358 -1.13916 0.2 0.2 -0.2 0.00
H -5.23667 -5.35991 -4.78331 -0.1 -0.4 -0.3 0.00
H -1.05014 -6.15657 1.99305 0.1 -0.2 -0.6 0.00
H -2.53039 -7.65557 0.85957 -0.2 -0.5 -1.2 0.00
H -3.94092 3.16118 0.11766 -0.2 0.5 0.1 0.03
H 3.31648 1.94151 2.64770 0.0 -0.1 0.0 0.00
H -6.49489 -2.28201 2.97571 1.0 0.2 0.0 0.01
H 7.01177 5.13460 -0.94280 0.2 0.1 0.1 0.00
H -1.32392 -1.30650 -3.45375 0.1 0.1 -1.0 0.00
H 4.37278 2.88585 1.55074 -0.3 0.1 -0.2 0.00
H -6.66799 -0.08538 2.87040 0.0 0.7 0.0 0.04
H 0.04357 4.87240 -1.94101 0.2 0.6 -0.2 0.00
H 0.05340 -7.61578 0.87218 -0.4 -0.2 -0.5 0.00
H 2.68187 1.73166 0.44266 -0.2 -0.3 0.1 0.00
H 2.08892 5.94156 -3.67464 0.4 0.1 -0.3 0.00
H -5.79439 -1.97361 -1.34173 1.2 -0.7 -0.2 0.00
H 2.52424 4.38874 -7.51767 -0.2 -0.4 0.1 0.00
H -6.52843 2.71289 -1.39049 -0.3 -0.2 -0.5 0.00
H -7.07584 -3.35887 1.81570 -1.1 0.1 -0.4 0.00
H -2.33186 -1.24433 0.46209 -0.3 0.3 -0.1 0.01
H -7.51322 0.46634 1.33673 0.4 0.4 0.2 0.00
```
Forces are in eV/Å.

Values from the calculation:
DFT total energy: -3254.90551 Ha
Charge: -1
<S²>: 0.751
Spin multiplicity: 2